# C4H6LiO2Pr

A molecular structure, C4H6LiO2Pr at a distorted geometry (ωB97M-V with the def2-TZVPD basis set, the OMol25 dataset).

ORCA input file:
```
! wB97M-V def2-TZVPD RIJCOSX def2/J DEFGRID3
* xyz 3 4
O 2.206 -0.171 -0.092
C 1.005 0.174 -0.268
C -0.107 -0.503 0.278
Pr 4.524 1.207 -0.874
Li 2.649 -1.913 0.664
H 0.804 1.080 -0.860
H 0.057 -1.303 1.002
C -1.423 0.287 0.490
C -1.447 -0.546 -0.692
O -1.454 1.635 0.530
H -2.422 -0.219 0.855
H -1.785 -1.582 -0.684
H -1.502 -0.138 -1.701
H -1.105 1.992 1.354
*
```

Energy above the lowest of the compared OMol25 structures with the same formula, charge and spin ... 0.0 kJ/mol
HOMO (alpha / beta) ... -19.43 / -19.43 eV

---

# C4H6LiO3

A molecular structure, C4H6LiO3 at a distorted geometry (ωB97M-V with the def2-TZVPD basis set, the OMol25 dataset).

ORCA input file:
```
! wB97M-V def2-TZVPD RIJCOSX def2/J DEFGRID3
* xyz 0 2
O -0.880 1.458 -0.589
O 0.307 -0.430 -0.717
O -1.959 -0.500 -0.319
C 0.354 -1.734 -0.666
C 1.751 -2.202 -0.832
C -1.001 0.243 -0.556
H 1.778 -2.901 -1.685
H 2.486 -1.396 -0.983
H 2.016 -2.808 0.049
Li -1.652 -2.357 -0.357
C -0.800 3.125 1.622
H -1.797 2.831 1.951
H -0.675 4.012 1.002
H 0.071 2.658 2.081
*
```

Energy above the lowest of the compared OMol25 structures with the same formula, charge and spin ... 239.0 kJ/mol
HOMO (alpha / beta) ... -7.54 / -9.57 eV

---

# C4H6LiO7Zn

A molecular structure, C4H6LiO7Zn at a distorted geometry (ωB97M-V with the def2-TZVPD basis set, the OMol25 dataset).

ORCA input file:
```
! wB97M-V def2-TZVPD RIJCOSX def2/J DEFGRID3
* xyz -1 1
O -4.224 1.102 0.015
C -3.408 0.158 0.154
O -3.662 -1.028 -0.173
O -2.196 0.487 0.630
O 1.303 0.355 -0.175
C 0.064 0.962 0.100
C -1.048 -0.067 -0.001
Li -5.438 -0.295 -0.624
H -0.096 1.776 -0.622
H 0.111 1.374 1.121
H -0.757 -0.999 0.505
H -1.259 -0.297 -1.055
C 3.245 -0.722 0.366
O 3.641 -0.080 -0.661
O 3.101 -2.071 0.292
H 2.932 -2.310 -0.626
Zn 2.711 1.315 -1.607
O 3.143 -0.208 1.535
H 1.836 0.547 0.826
*
```

Energy above the lowest of the compared OMol25 structures with the same formula, charge and spin ... 46.4 kJ/mol
HOMO ... -1.90 eV

---

# C4H6LuO2

A molecular structure, C4H6LuO2 at a distorted geometry (ωB97M-V with the def2-TZVPD basis set, the OMol25 dataset).

ORCA input file:
```
! wB97M-V def2-TZVPD RIJCOSX def2/J DEFGRID3
* xyz 2 2
O -2.932 0.778 0.439
C -1.921 0.104 -0.062
C -0.602 0.238 0.301
C 0.430 -0.760 0.055
C 1.913 -0.443 -0.167
O 2.217 0.912 -0.067
Lu 0.776 2.164 -0.450
H -2.696 1.681 0.698
H -2.214 -0.511 -0.921
H 0.080 -1.584 -0.585
H 0.254 -0.711 1.313
H 2.207 -0.865 -1.148
H 2.487 -1.004 0.594
*
```

Energy above the lowest of the compared OMol25 structures with the same formula, charge and spin ... 78.4 kJ/mol
HOMO (alpha / beta) ... -17.44 / -18.69 eV

---

# C4H6N

A gas-phase ion, C4H6N (charge +1) at a distorted geometry (ωB97M-V with the def2-TZVPD basis set, the OMol25 dataset).

ORCA input file:
```
! wB97M-V def2-TZVPD RIJCOSX def2/J DEFGRID3
* xyz 1 1
C 2.591 0.000 -0.024
C 1.217 0.001 0.079
C -1.370 0.765 -0.003
C -1.349 -0.749 -0.028
N -0.148 -0.022 0.025
H 3.329 -0.028 0.822
H 3.073 0.089 -0.986
H -1.481 1.131 -1.028
H -1.739 1.233 0.808
H -1.274 -1.374 0.842
H -1.586 -1.152 -0.962
*
```

Energy above the lowest of the compared OMol25 structures with the same formula, charge and spin ... 285.5 kJ/mol
HOMO ... -15.87 eV

---

# C4H6N

2 unconnected molecules or ions with the total composition C4H6N at a distorted geometry (ωB97M-V with the def2-TZVPD basis set, the OMol25 dataset).

ORCA input file:
```
! wB97M-V def2-TZVPD RIJCOSX def2/J DEFGRID3
* xyz 1 1
C -2.537 -0.625 2.320
C -0.381 -0.955 -0.815
C 0.463 -0.045 -0.781
C 1.558 0.764 -0.743
N -1.865 -0.627 1.417
H -2.892 -0.769 3.334
H -0.875 -1.755 -1.445
H -1.147 -0.664 0.001
H 1.867 1.420 0.193
H 2.672 0.416 -0.792
H 1.522 1.488 -1.599
*
```

Energy above the lowest of the compared OMol25 structures with the same formula, charge and spin ... 309.0 kJ/mol
HOMO ... -15.95 eV

---

# C4H6N2

A single C4H6N2 molecule at a distorted geometry (ωB97M-V with the def2-TZVPD basis set, the OMol25 dataset).

ORCA input file:
```
! wB97M-V def2-TZVPD RIJCOSX def2/J DEFGRID3
* xyz 0 1
C 0.286 1.741 -0.706
C 0.087 0.357 -0.173
C 0.427 -0.174 1.038
N -0.108 -1.530 0.977
C -0.641 -1.637 -0.266
N -0.568 -0.546 -0.972
H 0.839 2.406 -0.036
H -0.694 2.181 -0.916
H 0.828 1.676 -1.656
H 0.668 0.496 1.877
H -0.062 -2.415 1.494
H -1.064 -2.555 -0.661
*
```

Energy above the lowest of the compared OMol25 structures with the same formula, charge and spin ... 47.0 kJ/mol
HOMO ... -8.77 eV

---

# C4H6N2

A molecular structure, C4H6N2 at a distorted geometry (ωB97M-V with the def2-TZVPD basis set, the OMol25 dataset).

ORCA input file:
```
! wB97M-V def2-TZVPD RIJCOSX def2/J DEFGRID3
* xyz 0 1
N -1.630 -2.492 -1.189
C -1.137 -1.645 -0.576
C -0.472 -0.603 0.194
C 0.943 -0.109 -0.040
C 0.385 1.159 0.608
N -0.950 0.781 0.063
H -0.347 -0.918 1.244
H 1.801 -0.681 0.391
H 0.661 0.374 -1.394
H 0.736 2.113 0.239
H 0.443 1.159 1.711
H -0.432 0.862 -1.250
*
```

Energy above the lowest of the compared OMol25 structures with the same formula, charge and spin ... 517.1 kJ/mol
HOMO ... -10.13 eV